C4H8CuF3O5S | the ωB97M-V functional and the def2-TZVPD basis

```
22
Properties=species:S:1:pos:R:3:lowdin_spin:R:1
O 1.043 -0.851 -0.143 0.025
O 1.024 -0.500 3.423 0.199
C 0.397 0.694 3.525 0.019
O 0.202 1.125 2.137 0.062
C -0.244 2.445 1.910 0.014
Cu 1.154 -0.391 1.569 0.668
H 0.992 1.486 4.023 0.000
H -0.608 0.636 3.986 0.002
H -0.388 2.562 0.831 0.000
H -1.201 2.614 2.423 0.002
H 0.501 3.167 2.276 0.000
S 0.072 -1.285 -1.182 0.006
O -0.795 -2.401 -0.909 0.001
O 0.934 -1.440 -2.474 0.001
C -0.987 0.223 -1.539 0.000
F -1.776 0.410 -0.507 0.000
F -0.206 1.262 -1.716 0.000
F -1.699 -0.013 -2.618 0.000
C 0.462 -2.291 -3.562 0.000
H 1.347 -2.457 -4.178 0.000
H -0.315 -1.758 -4.119 0.000
H 0.091 -3.237 -3.155 0.000
```

Properties
Spin multiplicity: 2
F_max in eV/A: 3.6
Kohn-Sham gap (spin up / spin down) in eV: 10.5 / 7.3
Charge: +1
LUMO level (spin up / spin down) in eV: -3.3 / -6.3
ΔE to the lowest compared entry with this formula, charge and spin in eV: 0.000
Energy in hartree: -2871.320058